The following is a DFT calculation (ωB97M-V with the def2-TZVPD basis set) of 2 unconnected molecules or ions with the total composition CHO6P at a distorted geometry.

```
9
Properties=species:S:1:pos:R:3:forces:R:3:mulliken_charge:R:1
C -0.36051 -0.42143 -0.03749 -2.83 -1.39 -0.10 0.70
O 1.88126 -0.60346 1.33955 -0.51 0.00 -0.15 -0.68
O 1.98252 -0.62219 -1.24314 -0.52 -0.01 0.09 -0.68
O -0.43835 -1.59316 -0.04869 -0.07 -0.74 -0.01 -0.46
O 1.92167 1.59081 0.02913 -0.20 0.07 0.00 -0.69
O -2.94194 0.90663 -0.07645 -1.02 0.11 -0.03 -1.04
O -0.75714 0.67291 -0.03804 1.37 1.04 0.03 -0.16
P 1.73203 0.11524 0.03491 3.95 1.06 0.14 0.87
H -3.01952 -0.04535 0.04021 -0.17 -0.15 0.02 0.14
```
Forces are in eV/Å.

Computed properties:
Frontier orbital gap (spin up / spin down) = 6.43 / 6.42 eV
Charge = -2

The following is a DFT calculation (ωB97M-V with the def2-TZVPD basis set) of a molecular structure, CHPS3 at a distorted geometry.

```
6
Properties=species:S:1:pos:R:3:forces:R:3:mulliken_charge:R:1
C -0.30232 -0.27813 0.07135 -0.64 -1.32 -0.96 0.20
P -0.33873 0.30971 1.79193 1.30 0.85 -0.15 0.21
S -1.85990 -0.55637 -0.30704 -0.41 0.44 -0.08 -0.22
S 1.00272 1.72169 1.69299 -0.65 -0.35 0.42 -0.25
S 1.03989 -0.62032 -0.95246 -0.03 0.57 -1.60 -0.12
H 0.45833 -0.57658 -2.29677 0.44 -0.19 2.37 0.18
```
Forces are in eV/Å.

Computed properties:
Frontier orbital gap = 7.06 eV
Charge = 0

The following is a DFT calculation (ωB97M-V with the def2-TZVPD basis set) of a molecular structure, CI3O2S at a distorted geometry.

```
7
Properties=species:S:1:pos:R:3:forces:R:3:mulliken_charge:R:1
C -1.52371 0.07201 -0.02013 0.58 -0.78 0.21 -0.77
O 1.27573 -1.25485 0.02064 0.22 -0.08 0.74 -0.47
O 1.17437 1.26380 0.23363 0.25 -1.02 0.07 -0.49
S 0.86323 0.02970 -0.49033 -1.19 1.27 -0.65 0.70
I -2.12894 -1.58350 1.33658 0.22 0.43 -0.25 -0.01
I -2.49291 -0.31177 -1.91038 -0.04 0.15 -0.07 0.00
I -2.15119 1.93187 0.83123 -0.04 0.03 -0.05 0.05
```
Forces are in eV/Å.

Computed properties:
Frontier orbital gap = 6.87 eV
Charge = -1

The following is a DFT calculation (ωB97M-V with the def2-TZVPD basis set) of a molecular structure, CI3O3S at a distorted geometry.

```
8
Properties=species:S:1:pos:R:3:forces:R:3:mulliken_charge:R:1
C 0.54006 -0.65618 1.72149 -0.56 0.11 -0.14 -0.42
O -0.66092 -0.82037 -1.56021 -0.59 1.16 -0.92 -0.46
O -0.84791 1.61891 -2.43898 0.04 -2.88 2.27 -0.54
O -2.11088 0.84443 -0.42492 1.32 -0.45 -1.62 -0.51
S -1.00016 0.57879 -1.35944 -2.06 1.56 -0.46 0.85
I 0.87025 0.99978 0.16992 1.25 0.74 0.53 0.24
I 2.09328 -0.05394 3.11709 0.37 -0.02 0.33 -0.12
I 1.11627 -2.51142 0.77505 0.23 -0.22 0.01 -0.04
```
Forces are in eV/Å.

Computed properties:
Frontier orbital gap (spin up / spin down) = 7.17 / 7.17 eV
Charge = -1

The following is a DFT calculation (ωB97M-V with the def2-TZVPD basis set) of 2 unconnected molecules or ions with the total composition CIOS at a distorted geometry.

```
4
Properties=species:S:1:pos:R:3:forces:R:3:mulliken_charge:R:1
C 0.83434 -0.01025 0.08805 1.21 0.49 -1.24 0.54
O 1.15224 -1.10419 -0.06342 -0.72 -0.69 0.69 -0.31
S 0.85447 1.55670 -0.01826 -0.59 0.21 0.54 -0.28
I -2.84105 -0.44226 -0.00637 0.09 -0.01 0.02 -0.95
```
Forces are in eV/Å.

Computed properties:
Frontier orbital gap = 6.41 eV
Charge = -1

The following is a DFT calculation (ωB97M-V with the def2-TZVPD basis set) of 2 unconnected molecules or ions with the total composition CN2O2 at a distorted geometry.

```
5
Properties=species:S:1:pos:R:3:forces:R:3:mulliken_charge:R:1
C 1.96181 -0.06777 -0.50425 0.85 -0.28 0.81 0.16
N -0.45767 0.46026 -0.61081 1.29 1.17 -1.49 -0.31
N -1.33959 0.11108 -0.05906 -1.38 -0.84 1.15 0.81
O -2.24925 -0.29942 0.56018 -0.67 -0.16 0.30 -0.52
O 2.08470 -0.20416 0.61394 -0.09 0.10 -0.78 -0.15
```
Forces are in eV/Å.

Computed properties:
Frontier orbital gap = 13.18 eV
Charge = 0

The following is a DFT calculation (ωB97M-V with the def2-TZVPD basis set) of a molecular structure, CN2O2S2 at a distorted geometry.

```
7
Properties=species:S:1:pos:R:3:forces:R:3:mulliken_charge:R:1
C -0.62674 -0.83111 0.08454 2.16 -0.99 0.33 0.67
N 0.43155 -1.31264 0.21991 -0.89 -0.65 -0.01 -0.46
N -1.74922 -0.31657 -0.09221 -2.27 0.91 -0.34 -0.21
O 1.64361 0.82660 -1.27872 0.15 -0.30 0.09 -0.42
O 1.05714 1.37537 1.00272 0.13 -0.23 0.15 -0.44
S -2.54257 1.00565 -0.08340 0.21 -0.13 0.02 0.17
S 1.81960 0.52978 0.11853 0.51 1.39 -0.25 0.69
```
Forces are in eV/Å.

Computed properties:
Frontier orbital gap (spin up / spin down) = 6.79 / 6.77 eV
Charge = 0

The following is a DFT calculation (ωB97M-V with the def2-TZVPD basis set) of CN2O3 in the gas phase at a distorted geometry.

```
6
Properties=species:S:1:pos:R:3:forces:R:3:mulliken_charge:R:1
C -0.55268 -0.12322 0.49653 -2.71 -0.73 3.96 0.57
N 1.34390 0.28543 -0.43746 -0.07 0.47 -3.06 0.06
N 0.50654 0.17383 -1.37555 1.69 -0.31 1.24 0.01
O -1.37655 -0.22744 1.39788 2.34 0.24 -3.04 -0.47
O 0.81638 0.10306 0.76249 -2.29 -0.45 -0.55 -0.07
O -0.73760 -0.21166 -0.84388 1.04 0.78 1.45 -0.10
```
Forces are in eV/Å.

Computed properties:
SMILES string = O=c1onno1
Frontier orbital gap = 11.83 eV
Charge = 0

The following is a DFT calculation (ωB97M-V with the def2-TZVPD basis set) of a molecular structure, CN3O2S at a distorted geometry.

```
7
Properties=species:S:1:pos:R:3:forces:R:3:mulliken_charge:R:1
C -1.49155 1.04735 2.70885 0.01 0.37 1.26 0.14
N -1.05422 1.15951 3.77667 0.85 -0.15 0.82 -0.55
N 0.62721 -0.53400 -0.99738 -1.54 -0.76 2.37 -0.18
N 1.24954 -0.65345 -2.00115 1.76 -1.06 -2.86 1.11
O 1.81414 -0.06364 -2.85411 0.55 1.58 -0.81 -0.59
O 1.16924 -1.97452 -1.96190 -0.83 0.25 1.36 -0.37
S -2.31436 1.01874 1.32902 -0.80 -0.23 -2.15 -0.56
```
Forces are in eV/Å.

Computed properties:
Frontier orbital gap (spin up / spin down) = 3.72 / 3.71 eV
Charge = -1

The following is a DFT calculation (ωB97M-V with the def2-TZVPD basis set) of a molecular structure, CN3O3 at a distorted geometry.

```
7
Properties=species:S:1:pos:R:3:forces:R:3:mulliken_charge:R:1
C -2.40104 0.15201 0.06325 -2.27 -1.23 0.57 0.36
N -3.40075 -0.41972 0.31866 -0.41 -0.30 0.10 -0.65
N 1.78223 0.90163 -0.57482 0.53 0.94 0.65 -0.26
N 1.70031 -0.22630 -0.13705 -0.34 -1.90 0.32 1.20
O 1.28518 -1.30923 -0.38248 -0.17 -0.01 -0.17 -0.55
O 2.43779 0.15556 0.90394 -0.19 0.99 -0.78 -0.40
O -1.40372 0.74605 -0.19149 2.85 1.51 -0.69 -0.69
```
Forces are in eV/Å.

Computed properties:
Frontier orbital gap = 4.62 eV
Charge = -1

The following is a DFT calculation (ωB97M-V with the def2-TZVPD basis set) of CN4 in the gas phase at a distorted geometry.

```
5
Properties=species:S:1:pos:R:3:forces:R:3:mulliken_charge:R:1
C -0.06141 0.22980 -0.02980 -0.80 -1.18 0.26 0.75
N 1.28416 0.56998 -0.04704 -1.19 3.51 -0.35 -0.18
N 1.34624 -0.66423 0.05808 -0.33 -3.18 0.26 -0.29
N -1.28832 -0.12658 -0.60820 1.12 0.22 -2.24 -0.14
N -1.28067 -0.00897 0.62696 1.20 0.64 2.07 -0.14
```
Forces are in eV/Å.

Computed properties:
Frontier orbital gap (spin up / spin down) = 6.66 / 9.00 eV
2S+1 = 3
Charge = 0

The following is a DFT calculation (ωB97M-V with the def2-TZVPD basis set) of CN4O9 in the gas phase at a distorted geometry.

```
14
Properties=species:S:1:pos:R:3:forces:R:3:mulliken_charge:R:1
C -0.21385 0.34273 0.04588 -1.43 -3.30 -0.06 0.39
N -0.01322 0.42910 -1.57385 -1.66 -1.31 2.64 1.05
N -1.20403 1.44236 0.67438 1.45 -2.64 0.91 0.95
N 1.08869 0.42971 0.90392 -2.68 -1.34 -0.89 1.02
N 0.19940 -2.03875 -0.04051 -1.35 -0.88 -0.21 1.09
O -0.66993 -0.37968 -2.14953 -0.60 0.70 -0.86 -0.52
O -1.25653 1.32215 1.89258 -0.35 0.84 -1.85 -0.48
O 1.63283 1.46607 0.84610 1.51 1.59 0.24 -0.54
O 0.92242 -1.70313 -0.91236 1.61 -0.83 0.22 -0.48
O 0.78979 1.18917 -1.93082 1.71 1.87 -1.16 -0.53
O -1.73238 2.15127 -0.11141 -0.47 0.64 0.15 -0.51
O 1.25014 -0.55453 1.56336 1.37 0.25 0.74 -0.56
O 0.00653 -3.07238 0.51426 0.25 1.06 -0.31 -0.56
O -0.79985 -1.02409 0.27801 0.64 3.35 0.43 -0.33
```
Forces are in eV/Å.

Computed properties:
SMILES string = O=[N+]([O-])OC([N+](=O)[O-])([N+](=O)[O-])[N+](=O)[O-]
Frontier orbital gap = 10.74 eV
Charge = 0

The following energy above the lowest of the compared OMol25 structures with the same formula, charge and spin values (in eV) correspond, in order, to the records above: 1.765, 0.486, 0.311, 3.144, 0.263, 4.040, 0.000, 2.238, 3.168, 1.779, 0.751, 0.182.